183
Properties=species:S:1:pos:R:3:mulliken_spin:R:1 method="wB97M-V/def2-TZVPD" total_energy_ha=-3482.942271 multiplicity=2 gap_ha="0.1215 / 0.2486" homo_energy_ev="-2.798 / -6.263" s_squared=0.751 mol_weight_g_mol=1108.85 max_force_ev_per_a=4.922
O 16.87806 15.63892 -18.30149 0.00
C 12.65655 15.51225 -24.70234 0.12
H 7.75084 17.40758 -22.45993 -0.06
H 16.35746 23.80500 -19.09962 0.00
C 13.50568 22.43101 -20.14096 0.00
C 17.28117 7.59677 -25.61893 0.00
H 13.61619 21.50569 -19.57554 0.00
H 13.04955 18.78904 -24.14059 0.00
H 14.67979 17.11610 -18.85112 0.00
H 17.95603 9.97565 -25.74190 0.00
H 8.06396 15.58109 -19.62285 0.02
C 16.72284 13.30268 -23.86960 -0.01
H 9.54362 23.50682 -22.46038 0.00
C 13.51640 14.81783 -19.87883 0.02
H 10.55510 27.35014 -20.08014 0.00
H 18.55739 9.44243 -24.15933 0.00
C 11.53439 19.13975 -21.29411 0.00
H 8.51457 17.34928 -13.94708 0.00
H 14.10724 13.44597 -27.89057 0.00
H 9.28530 21.77632 -22.03933 0.00
H 4.53640 15.60422 -14.79723 0.00
H 13.02996 24.56656 -20.67753 0.00
H 13.92552 18.06583 -21.55976 0.00
C 11.10604 26.66712 -20.72671 0.00
H 10.56022 14.37115 -19.89725 0.05
O 3.73781 17.38023 -13.96838 0.00
H 14.54319 18.10055 -24.69448 0.00
C 2.31942 17.02049 -14.14953 0.00
H 12.48711 16.58892 -24.68887 0.03
C 13.21207 16.37636 -20.09096 0.01
H 11.21624 17.90177 -18.10687 0.00
H 12.34273 12.73574 -23.88205 -0.18
C 9.58638 22.47783 -22.81736 0.00
H 12.00552 23.22903 -19.01452 0.00
H 18.34856 7.37599 -25.62606 0.00
H 18.54040 14.94746 -19.50101 0.00
H 12.84154 14.48502 -19.09023 0.00
H 2.16812 16.43912 -15.05904 0.00
C 12.81344 15.09682 -14.81283 0.00
N 17.50713 12.20238 -24.48894 0.00
O 16.84713 8.51014 -24.68149 0.00
C 17.63195 18.75074 -20.05505 0.00
H 8.17575 19.49414 -14.58201 0.00
H 11.56576 22.55684 -22.81752 0.00
H 9.27096 18.91971 -19.96145 0.00
H 17.06669 10.81765 -22.99011 0.00
H 11.28577 15.37327 -13.32293 0.00
C 9.81370 13.69294 -20.31058 0.24
H 14.62983 15.38825 -25.68151 -0.01
H 10.83946 19.95703 -21.10115 0.00
H 17.18898 7.98343 -26.63387 0.00
H 9.22661 13.11693 -19.59528 0.03
N 11.30131 15.00555 -24.84106 -1.88
H 8.62445 16.98467 -15.64680 0.00
C 8.00614 18.89811 -15.47871 0.00
H 11.33987 18.81871 -22.31743 0.01
H 17.51953 13.79346 -18.85418 0.00
H 14.71354 12.14719 -26.88955 0.00
O 9.06190 14.58533 -21.13530 -0.60
H 11.71111 14.25650 -25.38059 0.24
H 16.90868 14.96108 -20.20116 0.00
H 13.72476 19.12369 -19.32438 0.00
H 10.76676 11.73380 -23.51720 0.10
C 9.71965 17.94391 -20.14746 -0.02
H 15.83926 10.78088 -24.27833 0.00
O 13.79572 14.25487 -14.26390 0.00
C 8.37896 17.76813 -23.27453 0.10
H 10.59068 17.82918 -24.57703 0.02
H 18.81110 20.11074 -19.59504 0.00
C 11.06625 25.26723 -20.06900 0.00
C 9.28240 26.84630 -22.29387 0.00
H 5.94603 17.69348 -13.23873 0.00
H 6.33892 15.97524 -12.89838 0.00
H 15.80921 13.60621 -24.38072 0.01
C 16.90111 10.90211 -24.06414 0.00
H 8.92910 19.22104 -15.96034 0.00
Cd 10.15728 14.95123 -23.03005 3.51
H 14.13004 10.40535 -20.33322 0.00
H 8.88369 22.41991 -23.64861 0.00
H 8.98467 26.77990 -23.34031 0.00
H 11.27142 22.32407 -20.30227 0.00
C 13.83946 18.91163 -24.88160 0.00
C 14.18043 17.08170 -21.16657 0.00
H 14.37072 19.86232 -24.83629 0.00
C 6.66003 18.79025 -17.50653 0.00
H 11.36051 25.39697 -19.02752 0.00
H 15.24774 16.99896 -20.96134 0.00
C 13.59214 15.08807 -25.82708 0.00
C 10.42302 15.84029 -25.69745 0.52
C 13.18450 18.47725 -18.63276 0.00
H 12.08395 10.38066 -21.98487 -0.02
H 9.37682 17.35715 -19.29524 0.00
O 14.42526 23.34672 -19.65989 0.00
H 17.50962 12.36103 -25.48640 0.00
H 14.17217 16.47154 -22.06974 0.00
H 1.99323 16.33631 -13.36620 0.00
C 17.48241 14.79188 -19.28995 0.00
H 13.30686 10.77423 -23.15287 0.01
H 13.81852 22.31810 -21.17897 0.00
H 6.12310 17.72813 -15.32093 0.00
H 11.40519 19.59686 -18.87462 0.00
H 10.88470 16.17281 -26.62717 0.10
C 11.20873 17.98436 -20.23545 0.03
H 4.18320 15.61790 -13.01038 0.00
O 9.24247 16.67660 -23.71357 -1.29
H 18.22970 14.91582 -24.40233 0.00
O 6.76681 19.24209 -16.18030 0.00
C 17.66248 9.67848 -24.73512 0.00
H 9.59254 12.00675 -21.49244 0.08
H 7.61476 18.75357 -18.03117 0.00
N 12.05391 24.31302 -20.73340 0.00
N 6.63704 16.93481 -14.96511 0.00
H 1.65469 17.88386 -14.12103 0.00
C 12.08554 23.01395 -20.08009 0.00
H 16.24628 22.60794 -20.37228 0.00
H 15.53736 13.60578 -26.84691 0.00
H 11.29885 13.77380 -13.87072 0.00
O 13.46885 11.93932 -21.59563 -0.01
C 4.49356 16.19440 -13.88184 0.00
H 14.55940 14.56368 -19.69001 0.01
N 11.28253 13.25103 -22.26179 -1.68
O 16.65389 15.72658 -23.51096 0.00
H 10.99355 12.08625 -20.49989 0.03
O 13.26623 18.75312 -26.12938 0.00
H 12.56963 19.48079 -21.28558 0.00
H 7.11264 14.32820 -20.32656 0.04
C 14.51983 13.21968 -26.90738 0.00
H 16.50270 17.63911 -23.10988 0.00
C 17.53996 14.65303 -23.60026 0.00
C 7.99686 17.46910 -14.89877 0.00
H 16.63546 6.72522 -25.51149 0.00
C 11.71131 18.55176 -18.82834 0.00
O 13.63959 13.69663 -25.91917 -0.01
H 14.66364 14.32207 -14.66863 0.00
H 12.74263 14.88125 -15.87895 0.00
H 16.27883 12.98058 -22.92769 0.00
H 16.78582 18.65811 -20.73593 0.00
H 13.26810 16.50403 -17.87754 0.00
H 17.20347 18.77920 -19.05320 0.00
H 17.85274 16.82432 -22.21225 0.00
H 12.13750 27.00328 -20.83236 0.00
C 11.41807 14.79365 -14.23652 0.00
H 10.05842 24.86320 -20.16464 0.00
H 8.71461 26.18605 -21.63830 0.00
H 9.42874 17.58849 -25.71125 0.03
O 10.70132 26.73716 -22.12673 0.00
H 15.87425 22.12603 -18.76859 0.00
H 6.40272 17.73121 -17.48825 0.00
H 7.42640 15.77198 -21.23644 -0.07
H 18.18918 14.54010 -22.73201 0.00
H 13.27579 15.46190 -26.80087 0.00
C 5.97329 16.68178 -13.64350 0.00
H 7.68217 18.26331 -23.95084 0.01
O 11.43548 16.21026 -21.84435 0.04
H 13.34732 18.81224 -17.60837 0.00
C 14.54548 11.08881 -21.07376 0.01
H 15.41105 11.59964 -20.65192 0.00
H 5.88315 19.30465 -18.07217 0.00
C 15.76726 22.96225 -19.45954 0.00
H 14.95615 10.57157 -21.94089 0.00
H 17.97681 17.17126 -23.98111 0.00
C 11.69278 12.20436 -23.18683 0.66
C 7.89147 15.05382 -20.56111 0.21
H 9.05640 27.88568 -22.05566 0.00
H 9.05566 18.50671 -22.84481 0.04
H 15.94870 15.80889 -18.47175 0.00
C 13.59814 16.99450 -18.79330 0.00
H 12.35818 19.06376 -26.10587 0.00
H 12.17323 13.46102 -21.83442 0.20
O 10.88690 22.11069 -23.32906 0.00
H 9.55565 15.33310 -26.11999 0.17
C 17.31380 16.91239 -23.15558 0.00
C 12.60362 11.21900 -22.44879 -0.04
C 10.43222 12.65481 -21.24134 0.11
C 9.91627 17.03866 -24.90619 -0.02
H 18.21469 17.87304 -20.33459 0.00
H 9.33133 17.44709 -21.03654 0.04
H 13.31228 14.21930 -20.76664 0.04
H 13.10113 16.14768 -14.78065 0.00
N 11.74566 16.65812 -20.49612 0.02
O 18.26113 19.93022 -20.36090 0.00
H 10.73784 15.07974 -15.03873 0.00
H 13.06895 15.08182 -23.78978 -0.03